w.
The following is a quantum chemistry calculation of 3 unconnected molecules or ions with the total composition C3H2O3S, from the Open Molecules 2025 dataset.

Output
E_HOMO in eV: -9.950

Geometry as XYZ:
```
9
C3H2O3S, DFT wB97M-V/def2-TZVPD
C -0.28222 2.28971 -0.64992
C 1.85700 -1.69309 0.01265
C -1.54815 -0.06454 0.23643
O 2.81169 -1.60421 0.63221
O -0.76371 0.59676 0.84427
O 0.89093 -1.84334 -0.60636
S 0.92875 3.22138 -0.36086
H -1.31739 -1.23224 -0.08434
H -2.57690 0.32957 -0.02409
```

Here are the Mulliken charges for atoms 1 to 6, given in e: atom 1 (C): 0.001, atom 2 (C): 0.723, atom 3 (C): 0.021, atom 4 (O): -0.343, atom 5 (O): -0.347, atom 6 (O): -0.389

***

x.
The following is a quantum chemistry calculation of a single C3H2O3S molecule, from the Open Molecules 2025 dataset.

Output
SMILES: O=C(O)C(=O)C=S
E_HOMO in eV: -9.533

Geometry as XYZ:
```
9
C3H2O3S, DFT wB97M-V/def2-TZVPD
C -0.52172 0.72655 0.42691
C -0.23065 -0.18292 -0.82499
C 0.63613 -1.41331 -0.42837
H -0.30008 2.40396 1.19479
H 0.51509 -2.24844 -1.06934
O -0.02322 1.97509 0.27992
O -0.89077 0.20270 1.49334
O -0.80570 -0.06872 -1.92069
S 1.62093 -1.39490 0.84842
```

Here are the Mulliken charges for atoms 1 to 6, given in e: atom 1 (C): 0.543, atom 2 (C): 0.530, atom 3 (C): -0.239, atom 4 (H): 0.379, atom 5 (H): 0.369, atom 6 (O): -0.422

***

y.
The following is a quantum chemistry calculation of a single C3H2O3S molecule, from the Open Molecules 2025 dataset.

Output
E_HOMO in eV: -11.374

Geometry as XYZ:
```
9
C3H2O3S, DFT wB97M-V/def2-TZVPD
C -0.45346 -1.45992 0.46744
C -0.72497 -2.35867 1.33080
C 0.21580 -0.19297 0.08233
O 1.08647 -1.38329 2.99698
O -1.18743 -0.51338 3.34480
O 0.39657 0.28969 1.41475
S -0.14708 -0.93206 2.48529
H 1.16691 -0.25171 -0.41478
H -0.39766 0.46507 -0.42591
```

Here are the Mulliken charges for atoms 1 to 6, given in e: atom 1 (C): 0.076, atom 2 (C): -0.173, atom 3 (C): -0.173, atom 4 (O): -0.494, atom 5 (O): -0.495, atom 6 (O): -0.351

***

From most stable to least stable, the computed energies give x, w, y.

***

w.
The following is a quantum chemistry calculation of a single C19H19N3O2S molecule, from the Open Molecules 2025 dataset.

Output
SMILES: C=CCc1ccc(S(=O)(=O)N(C)c2ccnn2-c2ccccc2)cc1
E_HOMO in eV: -8.573

Geometry as XYZ:
```
44
C19H19N3O2S, DFT wB97M-V/def2-TZVPD
O -3.04016 0.83281 0.24431
O -1.92643 1.42418 -1.81292
N 0.22794 -2.47888 -3.33439
C 0.76192 -1.27546 -3.49666
C 4.60395 4.56856 1.99023
C 0.44440 -0.45149 -2.38366
C -0.40512 -1.15497 -1.61398
C 3.55072 3.91057 2.54733
C -2.76516 -5.79516 -0.88793
C -1.61273 -5.93464 -1.68067
C -3.14080 -4.52363 -0.51144
C -0.88600 -4.82785 -2.13142
C -2.38158 -3.40429 -0.90203
C 0.21857 2.83551 2.60128
C 1.07915 3.64870 0.49832
C -0.68483 2.03342 1.92599
C 0.15170 2.85758 -0.18794
C -1.26630 -3.50014 -1.71195
C 1.13658 3.62890 1.90054
C -0.65605 1.97213 0.51007
N -0.52084 -2.42445 -2.19605
N -0.97687 -0.63628 -0.45508
C 2.16471 4.51718 2.58061
C -0.52186 -1.17086 0.81456
S -1.74266 0.92347 -0.46297
H 1.39770 -1.01581 -4.34451
H 4.56233 5.58336 1.62083
H 5.59028 4.12432 1.87596
H 0.76074 0.57373 -2.26554
H 3.70375 2.90164 2.88389
H -3.25685 -6.67222 -0.50497
H -1.29582 -6.95155 -1.91353
H -4.02196 -4.31642 0.12006
H -0.04282 -4.97022 -2.78645
H -2.73879 -2.46706 -0.57671
H 0.21525 2.88419 3.67916
H 1.76258 4.22746 -0.09947
H -1.40166 1.41714 2.50196
H 0.10583 2.90189 -1.28490
H 1.88533 4.61685 3.59934
H 2.19923 5.47466 2.13793
H -1.24796 -0.86246 1.58863
H 0.47016 -0.75941 1.07862
H -0.45958 -2.26504 0.84554
```

Here are the Mulliken charges for atoms 1 to 6, given in e: atom 1 (O): -0.712, atom 2 (O): -0.685, atom 3 (N): -1.144, atom 4 (C): -0.552, atom 5 (C): -0.824, atom 6 (C): -0.234

***

x.
The following is a quantum chemistry calculation of a single C19H19N3O2S molecule, from the Open Molecules 2025 dataset.

Output
SMILES: Cc1ccccc1-c1nc(CSc2nc3c(c(=O)[nH]2)CCC3)c(C)o1
E_HOMO in eV: -8.075

Geometry as XYZ:
```
44
C19H19N3O2S, DFT wB97M-V/def2-TZVPD
C 2.51931 3.48530 1.56984
C 2.30673 2.57041 2.73478
C 2.38911 3.07587 4.02606
C 2.20125 2.27241 5.13567
C 1.92204 0.92471 4.97169
C 1.83534 0.39826 3.70096
C 2.02508 1.20557 2.57529
C 1.91946 0.55089 1.28770
N 1.68701 -0.72213 1.12505
C 1.66994 -0.92965 -0.22263
C 1.89879 0.26434 -0.85175
O 2.06201 1.20195 0.11085
C 2.01694 0.63998 -2.28062
H 1.24601 0.12845 -2.85130
H 1.90162 1.71568 -2.38521
H 2.99368 0.35694 -2.67437
C 1.43969 -2.26297 -0.81838
H 1.44302 -2.21243 -1.90466
H 2.17121 -2.98662 -0.45850
S -0.16395 -2.97650 -0.30356
C -1.29041 -1.90640 -1.09704
N -0.86908 -0.96362 -1.88157
C -1.83827 -0.20015 -2.44185
C -3.17579 -0.37809 -2.25649
C -3.66711 -1.42238 -1.40503
O -4.81028 -1.72072 -1.13671
N -2.59721 -2.14949 -0.83974
H -2.84840 -2.90517 -0.21216
C -3.97906 0.60660 -3.04672
H -4.44192 0.10522 -3.90081
H -4.77938 1.04708 -2.45288
C -2.92730 1.63985 -3.49310
H -2.95233 2.49734 -2.81994
H -3.11379 1.99979 -4.50302
C -1.56229 0.93750 -3.37642
H -1.22619 0.54296 -4.33874
H -0.78385 1.59649 -2.99507
H 1.62014 -0.64609 3.54128
H 1.77338 0.29038 5.83231
H 2.27253 2.69736 6.12595
H 2.60637 4.12593 4.16225
H 3.35341 3.14301 0.95907
H 2.72939 4.49564 1.91290
H 1.63532 3.50896 0.93432
```

Here are the Mulliken charges for atoms 1 to 6, given in e: atom 1 (C): -1.275, atom 2 (C): 0.817, atom 3 (C): -0.768, atom 4 (C): -0.605, atom 5 (C): -0.592, atom 6 (C): -0.816

***

From most stable to least stable, the computed energies give x, w.

***

w.
The following is a quantum chemistry calculation of a gas-phase ion, CHN4S2 (charge -1), from the Open Molecules 2025 dataset.

Output
E_HOMO (spin up / spin down) in eV: -3.172 / -3.172
Total charge: -1

Geometry as XYZ:
```
8
CHN4S2, DFT wB97M-V/def2-TZVPD
C -1.82343 1.41267 0.45412
N 0.00073 -0.02602 0.97016
N -0.80815 0.78805 0.56880
N 0.50319 -0.68809 -1.12993
N 0.76703 -0.78650 0.13429
S 1.36515 -1.48741 -2.21724
S 1.93569 -1.67438 0.93851
H -1.94022 2.46168 0.28128
```

Here are the Mulliken charges for atoms 1 to 6, given in e: atom 1 (C): -0.330, atom 2 (N): -0.644, atom 3 (N): 0.414, atom 4 (N): -0.487, atom 5 (N): 0.693, atom 6 (S): -0.386

***

x.
The following is a quantum chemistry calculation of 2 unconnected molecules or ions with the total composition CHN4S2, from the Open Molecules 2025 dataset.

Output
E_HOMO (spin up / spin down) in eV: -3.671 / -3.671
Total charge: -1

Geometry as XYZ:
```
8
CHN4S2, DFT wB97M-V/def2-TZVPD
C 1.09571 0.12982 0.01786
N 0.82416 1.37038 0.49527
N -0.46171 1.55153 0.42169
N -0.99555 0.48097 -0.14107
N -0.03167 -0.42179 -0.40550
S -2.65220 0.38150 -0.39788
S 0.02810 -3.18542 0.07896
H 2.19317 -0.30700 -0.06934
```

Here are the Mulliken charges for atoms 1 to 6, given in e: atom 1 (C): 0.151, atom 2 (N): -0.417, atom 3 (N): -0.341, atom 4 (N): 0.453, atom 5 (N): -0.483, atom 6 (S): -0.535

***

From most stable to least stable, the computed energies give x, w.

***

w.
The following is a quantum chemistry calculation of a molecular structure, C3H7NS, from the Open Molecules 2025 dataset.

Output
E_HOMO in eV: -8.945

Geometry as XYZ:
```
12
C3H7NS, DFT wB97M-V/def2-TZVPD
C 0.46736 -0.18458 0.35468
C -0.26424 0.92445 -0.16318
C -0.59413 -1.13345 -0.11660
H 2.71972 0.90094 0.47995
H 0.37868 -0.03162 1.41047
H 0.15283 1.24768 -1.11490
H -0.31346 1.80579 0.47480
H -2.20587 0.18288 -0.71516
H -0.32352 -1.70784 -1.03618
H -0.79344 -1.87661 0.68366
N -1.44340 0.07396 -0.07103
S 2.21947 -0.20162 -0.18651
```

Here are the Mulliken charges for atoms 1 to 6, given in e: atom 1 (C): -0.068, atom 2 (C): -0.554, atom 3 (C): -0.408, atom 4 (H): 0.131, atom 5 (H): 0.222, atom 6 (H): 0.292

***

x.
The following is a quantum chemistry calculation of a molecular structure, C3H7NS, from the Open Molecules 2025 dataset.

Output
E_HOMO in eV: -8.921

Geometry as XYZ:
```
12
C3H7NS, DFT wB97M-V/def2-TZVPD
C -0.94295 -0.59152 0.33036
C 0.24976 -0.28476 -0.48948
C 1.17743 0.84128 -0.11605
H -2.54752 1.29038 0.94722
H -0.89095 -1.72893 0.48055
H -0.76608 0.11961 1.36623
H 0.05504 -0.62848 -1.53346
H 1.67033 1.34640 -1.08749
H 1.01420 1.65649 0.63647
H 2.08664 -1.40070 -0.30557
N 1.46936 -0.60683 0.05436
S -2.57526 -0.01295 -0.28315
```

Here are the Mulliken charges for atoms 1 to 6, given in e: atom 1 (C): -0.748, atom 2 (C): 0.274, atom 3 (C): -0.489, atom 4 (H): 0.135, atom 5 (H): 0.249, atom 6 (H): 0.226

***

From most stable to least stable, the computed energies give w, x.